The following is a DFT calculation (ωB97M-V/def2-TZVPD) of a single C16H21N3O3S2 molecule at a distorted geometry.

Computed properties:
HOMO energy = -8.1 eV
E = -1808.66331 a.u.
Total charge = 0
LUMO = 0.68 eV
Energy above the lowest of the compared OMol25 structures with the same formula, charge and spin = 40.9 kcal per mole
SMILES = CCCCOC(=O)Nc1nnc(SCCOc2ccc(C)cc2)s1

Atoms and positions in Å:
C (-9.17073, -1.32926, -0.04686)
C (-7.88097, -1.01392, -0.79410)
C (-6.75239, -0.64864, 0.16709)
C (-5.46680, -0.33612, -0.58296)
H (-5.13977, -1.19562, -1.17879)
H (-5.59442, 0.51736, -1.25704)
O (-4.44527, -0.02570, 0.37195)
C (-3.35111, 0.56019, -0.11772)
O (-3.15936, 0.85052, -1.26978)
N (-2.45025, 0.80023, 0.88889)
C (-1.24004, 1.39236, 0.65723)
N (-0.36956, 1.61835, 1.57996)
N (0.73649, 2.20286, 1.13023)
C (0.71922, 2.42943, -0.14117)
S (1.99771, 3.18196, -1.02203)
C (3.19227, 3.44753, 0.33040)
C (3.84733, 2.14906, 0.76752)
O (4.56708, 1.63931, -0.33002)
C (5.15459, 0.41221, -0.21752)
C (5.79064, -0.06298, -1.36443)
C (6.42211, -1.28736, -1.35409)
C (6.44081, -2.07581, -0.20718)
C (5.80556, -1.59474, 0.92597)
C (5.16681, -0.36458, 0.93297)
H (4.68802, -0.02749, 1.83912)
H (5.80596, -2.18677, 1.83027)
C (7.11550, -3.41471, -0.21354)
H (6.48723, -4.14969, -0.71779)
H (8.06332, -3.36553, -0.74588)
H (7.29900, -3.76251, 0.80005)
H (6.91038, -1.64127, -2.25067)
H (5.77352, 0.55064, -2.25131)
H (3.07485, 1.44413, 1.09941)
H (4.52210, 2.35783, 1.61141)
H (2.65714, 3.90464, 1.15941)
H (3.93356, 4.12987, -0.08199)
S (-0.75868, 1.90460, -0.94904)
H (-2.67144, 0.53165, 1.83707)
H (-6.56734, -1.47556, 0.85470)
H (-7.03744, 0.22197, 0.76023)
H (-8.05191, -0.18365, -1.48222)
H (-7.58297, -1.88027, -1.38809)
H (-9.49328, -0.47080, 0.53756)
H (-9.96240, -1.58517, -0.74634)
H (-9.02510, -2.16856, 0.62914)

Cartesian forces (eV/Å) of the 6 atoms listed first:
C 0.146 0.028 -0.211
C 0.062 0.027 0.271
C 0.307 0.043 -0.276
C -0.405 -0.049 -0.299
H -0.019 0.118 0.048
H 0.015 -0.139 0.085

---

The following is a DFT calculation (ωB97M-V/def2-TZVPD) of a 2-piece molecular cluster, C6H16S overall at a distorted geometry.

Computed properties:
HOMO energy = -8.4 eV
E = -636.30276 a.u.
Total charge = 0
LUMO = 0.93 eV
Energy above the lowest of the compared OMol25 structures with the same formula, charge and spin = 49.6 kcal per mole
SMILES = CCSC.CCC

Atoms and positions in Å:
C (-1.32221, -0.36311, -1.82073)
C (-2.11825, -1.50349, -1.29433)
C (-0.71560, 2.66123, -1.70876)
S (-1.56317, 1.26932, -0.77629)
H (-0.25023, -0.56139, -1.61483)
H (-1.43228, 0.02713, -2.77448)
H (-3.28617, -1.46587, -1.07489)
H (-1.67224, -2.09354, -0.47636)
H (-0.71189, 2.50173, -2.84476)
H (-1.21609, 3.61137, -1.50114)
H (0.40725, 2.67046, -1.34587)
H (-2.23715, -2.23181, -2.12706)
C (1.17348, -0.29380, 1.22386)
C (0.59879, 0.06307, 2.73951)
C (2.46136, -1.01722, 1.25533)
H (0.47058, -0.78646, 0.62301)
H (1.32040, 0.61854, 0.73912)
H (1.48347, 0.15598, 3.41227)
H (3.13418, -0.79984, 0.43733)
H (3.13427, -0.70317, 2.17600)
H (-0.18281, -0.73878, 2.81023)
H (0.19908, 1.11494, 2.71677)
H (2.32522, -2.13529, 1.22607)

Cartesian forces (eV/Å) of the 6 atoms listed first:
C 1.812 2.103 3.411
C -3.249 -2.161 -0.584
C 2.117 -1.463 -0.562
S -0.256 -0.156 -0.650
H -0.559 -0.117 -0.545
H -0.637 -0.088 -2.015

---

The following is a DFT calculation (ωB97M-V/def2-TZVPD) of a single C4H11N5O molecule at a distorted geometry.

Computed properties:
HOMO energy (spin up / spin down) = -6.5 / -6.5 eV
E = -507.91274 a.u.
Total charge = 0
LUMO (spin up / spin down) = -0.24 / -0.24 eV
Energy above the lowest of the compared OMol25 structures with the same formula, charge and spin = 46.2 kcal per mole

Atoms and positions in Å:
C (1.45706, -0.87532, 0.08945)
C (-0.61299, 1.14973, 0.42429)
C (-0.94206, -1.09478, -0.61599)
C (-0.46076, 2.60202, 0.23228)
N (0.18671, -1.46153, 0.15270)
N (-1.23450, 0.37594, -0.47253)
N (1.56292, 0.18897, -0.72361)
N (2.45272, -1.28398, 0.79878)
N (-2.04252, -1.91540, -0.21070)
O (2.78561, 0.81531, -0.60298)
H (-0.33908, 0.69433, 1.36055)
H (-0.78976, -1.23154, -1.69979)
H (-0.59188, 2.87290, -0.81153)
H (0.53058, 2.90416, 0.56434)
H (-1.18852, 3.15780, 0.83008)
H (0.13901, -2.37412, 0.57830)
H (-1.37998, 0.83268, -1.36353)
H (3.30058, 0.27504, 0.03558)
H (2.26254, -2.11080, 1.35141)
H (-2.89464, -1.68401, -0.70440)
H (-2.20106, -1.83739, 0.78729)

Cartesian forces (eV/Å) of the 6 atoms listed first:
C 0.407 0.492 -0.167
C 0.412 -1.316 -1.687
C -0.072 -0.280 -0.176
C -0.227 0.090 0.007
N -0.401 -0.137 0.199
N 0.741 1.151 0.782

---

The following is a DFT calculation (ωB97M-V/def2-TZVPD) of a single C3H5NO2 molecule.

Computed properties:
HOMO energy = -9.2 eV
E = -322.50800 a.u.
Total charge = 0
LUMO = 0.89 eV
Energy above the lowest of the compared OMol25 structures with the same formula, charge and spin = 41.6 kcal per mole

Atoms and positions in Å:
C (-1.89793, 0.24136, -0.45964)
C (-0.75314, -0.70330, -0.20712)
O (-0.80622, -1.89629, -0.23852)
O (0.38635, 0.03179, 0.07080)
C (1.52256, -0.66365, 0.42850)
N (2.43926, 0.27702, 0.60083)
H (-2.09423, 0.82431, 0.44572)
H (-1.63103, 0.95210, -1.24701)
H (-2.78661, -0.32645, -0.74166)
H (3.36653, -0.00511, 0.88225)
H (2.25446, 1.26822, 0.46586)

Cartesian forces (eV/Å) of the 6 atoms listed first:
C -0.037 0.012 -0.006
C -0.333 -0.462 -0.076
O 0.107 0.586 0.025
O 0.181 -0.238 0.053
C 0.093 0.614 -0.009
N 0.000 -0.364 0.028

---

The following is a DFT calculation (ωB97M-V/def2-TZVPD) of an isolated ion of composition C8H12N5 and charge +1 at a distorted geometry.

Computed properties:
HOMO energy (spin up / spin down) = -12.4 / -12.4 eV
E = -585.42903 a.u.
Total charge = +1
LUMO (spin up / spin down) = -5.64 / -5.64 eV
Energy above the lowest of the compared OMol25 structures with the same formula, charge and spin = 94.3 kcal per mole
SMILES = [H]/N=C\N=C/[C@H](N)/C(C)=C1\C=N[NH+]=C1

Atoms and positions in Å:
C (-1.85262, -0.21682, 0.98340)
C (-2.24794, -0.32075, -1.20251)
C (-1.22914, 0.04210, -0.32809)
C (2.05410, 0.27655, -0.21575)
C (1.54017, -1.69200, 0.87136)
C (0.91789, 1.13169, 0.39806)
C (-0.00642, 0.68884, -0.65909)
C (0.25527, 1.00867, -2.09818)
N (-2.98168, -0.81383, 0.82399)
N (2.31709, -0.90319, 0.03524)
N (1.58118, -1.74291, 2.14004)
N (-3.16609, -0.93700, -0.52149)
N (0.69391, 0.99501, 1.75480)
H (-1.39497, -0.03548, 1.81245)
H (-2.27455, -0.31848, -2.21243)
H (2.62016, 0.75197, -1.00256)
H (0.80070, -2.34593, 0.39840)
H (1.27912, 2.16298, 0.13116)
H (0.64217, 0.07993, -2.55011)
H (1.03994, 1.75583, -2.20769)
H (-0.55136, 1.29634, -2.60145)
H (-4.01029, -1.31740, -0.93088)
H (1.41024, 1.48896, 2.26957)
H (0.27159, 0.30566, 2.29046)
H (2.29154, -1.34075, 2.62130)

Cartesian forces (eV/Å) of the 6 atoms listed first:
C -0.988 -1.262 -6.155
C 1.029 -1.221 1.170
C 0.776 1.268 0.955
C 0.931 0.331 -0.583
C -0.349 -0.029 2.042
C 0.385 0.147 -2.015

---

The following is a DFT calculation (ωB97M-V/def2-TZVPD) of a 4-piece molecular cluster, C26H62N4O11S overall at a distorted geometry.

Computed properties:
HOMO energy = -8.5 eV
E = -2472.47119 a.u.
Total charge = 0
LUMO = 0.75 eV

Atoms and positions in Å:
C (-1.98809, 0.00565, 0.30090)
C (-1.29667, 0.35085, -1.03003)
N (0.13663, 0.05173, -1.09373)
C (0.90361, 0.67983, -0.03825)
C (1.17813, 2.15472, -0.32765)
O (0.95651, 3.01618, 0.79510)
S (1.95384, 2.88589, 2.08433)
O (3.05625, 2.04568, 1.65300)
O (0.99246, 1.93406, 3.02990)
C (1.35654, 0.58193, 3.22894)
O (0.16224, -0.05141, 3.59541)
C (0.26791, -1.45665, 3.50095)
C (0.40358, -1.35989, -1.17366)
C (1.28488, -1.77180, -2.32863)
O (-0.04434, -2.17204, -0.37092)
H (-2.47191, 0.88705, 0.71955)
H (-1.29549, -0.38450, 1.03610)
H (-2.76987, -0.73856, 0.18170)
H (-1.44329, 1.39961, -1.27021)
H (-1.77213, -0.20952, -1.83401)
H (1.86531, 0.17129, 0.03906)
H (0.42739, 0.59844, 0.94036)
H (2.17461, 2.29565, -0.73709)
H (0.47938, 2.49656, -1.08699)
H (1.74075, 0.12442, 2.32112)
H (2.08327, 0.51019, 4.04005)
H (0.90377, -1.84816, 4.29794)
H (0.64322, -1.77208, 2.52716)
H (-0.73082, -1.85797, 3.63637)
H (0.94176, -2.71897, -2.72747)
H (2.31992, -1.85717, -2.00975)
H (1.21987, -1.02853, -3.11562)
C (2.61967, 10.71895, 0.09170)
O (2.20817, 9.84986, -0.94344)
C (3.22355, 9.49952, -1.87350)
C (3.66199, 8.05822, -1.72047)
N (4.39575, 7.84247, -0.48119)
C (4.64328, 6.44514, -0.13367)
C (3.45911, 5.50041, 0.04462)
O (2.67265, 5.73463, 1.19668)
C (1.72558, 6.77981, 1.08944)
H (1.72021, 11.09049, 0.57969)
H (3.23138, 10.21042, 0.84511)
H (3.18148, 11.57035, -0.30284)
H (4.07588, 10.18078, -1.79192)
H (2.79318, 9.61921, -2.87134)
H (4.31327, 7.80303, -2.56245)
H (2.76204, 7.43387, -1.79553)
H (3.90551, 8.28901, 0.28092)
H (5.20460, 6.44307, 0.80347)
H (5.30221, 6.01976, -0.89788)
H (3.87365, 4.49663, 0.17830)
H (2.81838, 5.45693, -0.84560)
H (1.29779, 6.83603, 0.08548)
H (2.15768, 7.74544, 1.36529)
H (0.92503, 6.56243, 1.79671)
C (-2.81426, -4.26070, 7.40330)
O (-4.10108, -3.77407, 7.08343)
C (-4.44271, -2.53479, 7.68973)
C (-4.47220, -1.40000, 6.68769)
N (-3.13928, -1.06552, 6.20703)
C (-3.09294, -0.15446, 5.06464)
C (-3.79809, -0.54759, 3.77001)
O (-3.19078, -1.60707, 3.05804)
C (-3.47946, -2.90947, 3.52695)
H (-2.77084, -5.29956, 7.08026)
H (-2.01971, -3.70942, 6.88798)
H (-2.62949, -4.22064, 8.48059)
H (-3.76514, -2.30955, 8.51883)
H (-5.44891, -2.65123, 8.10123)
H (-4.90033, -0.51861, 7.17565)
H (-5.15375, -1.69590, 5.87931)
H (-2.64575, -1.91461, 5.97059)
H (-2.03894, 0.00759, 4.82516)
H (-3.49496, 0.81138, 5.38806)
H (-3.73683, 0.31664, 3.10394)
H (-4.86620, -0.75355, 3.91611)
H (-4.50793, -2.99196, 3.88790)
H (-2.78521, -3.21933, 4.31338)
H (-3.34880, -3.59107, 2.68655)
C (-0.13240, -8.60242, -5.00136)
O (0.53346, -8.09997, -6.14218)
C (-0.30014, -7.85939, -7.26741)
C (-0.48837, -6.37972, -7.52805)
N (-1.29672, -5.74603, -6.49555)
C (-1.32571, -4.28605, -6.52822)
C (-0.01722, -3.51032, -6.41010)
O (0.59243, -3.55457, -5.13404)
C (1.34162, -4.72470, -4.85800)
H (0.63048, -8.96118, -4.31256)
H (-0.72053, -7.83322, -4.48865)
H (-0.79114, -9.43620, -5.25984)
H (-1.26380, -8.36428, -7.15121)
H (0.20421, -8.29515, -8.13393)
H (-0.99228, -6.25846, -8.49209)
H (0.51136, -5.93493, -7.61768)
H (-0.97709, -6.04880, -5.58634)
H (-1.97177, -3.96134, -5.70914)
H (-1.81594, -3.97962, -7.45819)
H (-0.25691, -2.45739, -6.57711)
H (0.70816, -3.79039, -7.18372)
H (1.85316, -5.09668, -5.74884)
H (0.71615, -5.51339, -4.43203)
H (2.09128, -4.46128, -4.11160)

Cartesian forces (eV/Å) of the 6 atoms listed first:
C -0.320 0.280 -0.036
C -0.329 -0.536 0.291
N -0.150 0.010 -0.235
C 0.626 0.103 0.138
C -0.356 -0.177 -0.455
O 0.385 0.174 0.368